Version one
Below is a gas-phase ion, C4H8NO (charge +1), with properties calculated with ωB97M-V with the def2-TZVPD basis set.

SMILES	C[N+](C)=C1CO1
HOMO level	-15.6	eV
Kohn-Sham gap	11.6	eV
charge	+1
LUMO level	-4.00	eV

```
14
C4H8NO ωB97M-V with the def2-TZVPD basis set
C -0.67 1.47 0.04
N -0.18 0.13 0.02
C -1.10 -1.01 0.04
C 1.15 -0.07 0.01
C 2.72 -0.52 -0.03
O 2.13 0.78 -0.11
H -1.04 1.61 -0.93
H -1.43 1.55 0.92
H 0.14 2.07 0.23
H -1.98 -0.87 0.64
H -1.36 -1.00 -1.00
H -0.62 -1.89 0.20
H 2.91 -0.88 1.00
H 3.28 -0.82 -0.93
```

---

Version two
Below is a gas-phase ion, C4H8NO (charge +1), with properties calculated with ωB97M-V with the def2-TZVPD basis set.

SMILES	C=[N+]=C(O)CC
HOMO level	-16.1	eV
Kohn-Sham gap	10.9	eV
charge	+1
LUMO level	-5.11	eV

```
14
C4H8NO ωB97M-V with the def2-TZVPD basis set
C -0.49 0.41 -2.34
N -0.82 0.35 -1.14
C -0.88 0.20 0.12
O -1.98 0.63 0.85
C 0.18 -0.60 0.93
C 1.74 -0.29 1.07
H 0.11 1.18 -2.70
H -1.01 -0.29 -3.11
H -2.72 1.04 0.36
H 0.16 -1.57 0.58
H -0.46 -0.54 1.90
H 1.76 0.44 1.95
H 2.30 -1.22 1.39
H 2.12 0.24 0.13
```

---

Most stable to least stable, the ends of the list are version two and version one.

---

Version one
Below is a single C5H8O molecule, with properties calculated with ωB97M-V with the def2-TZVPD basis set.

SMILES	C[C@H]1C[C@H]2O[C@@H]12
HOMO level	-9.8	eV
Kohn-Sham gap	11.0	eV
charge	0
LUMO level	1.17	eV

```
14
C5H8O ωB97M-V with the def2-TZVPD basis set
C -0.32 -1.74 -0.06
C -0.55 -0.24 -0.26
C -0.33 0.78 0.95
C 0.71 1.53 0.12
O 1.72 0.59 -0.21
C 0.53 0.62 -1.00
H 0.68 -1.93 0.32
H -0.46 -2.31 -1.00
H -1.07 -2.17 0.63
H -1.54 -0.26 -0.70
H 0.09 0.31 1.84
H -1.17 1.43 1.25
H 1.01 2.59 0.15
H 0.70 0.81 -2.06
```

---

Version two
Below is a molecular structure, C5H8O, with properties calculated with ωB97M-V with the def2-TZVPD basis set.

HOMO level	-9.5	eV
Kohn-Sham gap	10.6	eV
charge	0
LUMO level	1.13	eV

```
14
C5H8O ωB97M-V with the def2-TZVPD basis set
C 1.15 0.55 0.12
C 1.01 -0.99 0.11
C -0.34 -0.80 -0.62
O -1.45 -0.97 0.25
C -1.45 0.45 0.51
C -0.27 0.73 -0.42
H 1.36 1.04 1.07
H 1.89 0.86 -0.62
H 0.87 -1.43 1.11
H 1.81 -1.53 -0.40
H -0.51 -0.96 -1.67
H -1.26 0.70 1.56
H -2.40 0.87 0.17
H -0.42 1.50 -1.19
```

---

Version three
Below is a single C5H8O molecule, with properties calculated with ωB97M-V with the def2-TZVPD basis set.

SMILES	C=C[C@H](C)C=O
HOMO level	-9.7	eV
Kohn-Sham gap	10.6	eV
charge	0
LUMO level	0.93	eV

```
14
C5H8O ωB97M-V with the def2-TZVPD basis set
C -0.15 -1.92 0.57
C 0.53 -1.07 -0.20
C 0.43 0.43 -0.15
C -0.51 0.99 0.92
C 0.06 0.98 -1.52
O 0.17 0.37 -2.56
H -0.86 -1.59 1.32
H -0.02 -2.99 0.46
H 1.22 -1.46 -0.95
H 1.44 0.84 0.03
H -1.52 0.61 0.80
H -0.15 0.72 1.92
H -0.54 2.08 0.86
H -0.32 2.02 -1.52
```

---

Most stable to least stable, the ends of the list are version three and version two.

---

Version one
Below is a single C5H8O molecule, with properties calculated with ωB97M-V with the def2-TZVPD basis set.

SMILES	O[C@H]1C[C@H]2C[C@H]21
HOMO level	-9.2	eV
Kohn-Sham gap	10.2	eV
charge	0
LUMO level	0.95	eV

```
14
C5H8O ωB97M-V with the def2-TZVPD basis set
O -1.42 1.82 0.21
C -0.75 0.61 0.45
C -1.08 -0.59 -0.42
C 0.30 -1.12 -0.04
C 1.43 -0.41 -0.66
C 0.75 0.38 0.40
H -0.81 2.55 0.32
H -0.89 0.29 1.49
H -1.21 -0.32 -1.48
H -1.94 -1.17 -0.09
H 0.38 -2.06 0.50
H 1.52 -0.14 -1.70
H 2.36 -0.79 -0.22
H 1.34 0.89 1.17
```

---

Version two
Below is a single C5H8O molecule, with properties calculated with ωB97M-V with the def2-TZVPD basis set.

SMILES	C=CCCC=O
HOMO level	-8.5	eV
Kohn-Sham gap	9.0	eV
charge	0
LUMO level	0.58	eV

```
14
C5H8O ωB97M-V with the def2-TZVPD basis set
C -1.51 1.80 0.68
C -0.92 0.64 0.30
C 0.57 0.46 0.33
C 1.01 -0.65 -0.63
C 0.33 -1.98 -0.47
O 0.14 -2.44 0.63
H -2.36 2.03 1.30
H -0.96 2.69 0.36
H -1.42 0.02 -0.45
H 1.20 1.33 0.18
H 0.75 0.00 1.32
H 0.84 -0.31 -1.66
H 2.06 -0.95 -0.51
H 0.26 -2.63 -1.37
```

---

Version three
Below is a single C5H8O molecule, with properties calculated with ωB97M-V with the def2-TZVPD basis set.

SMILES	C[C@]12CC[C@H]1O2
HOMO level	-9.7	eV
Kohn-Sham gap	10.8	eV
charge	0
LUMO level	1.10	eV

```
14
C5H8O ωB97M-V with the def2-TZVPD basis set
C -1.83 0.45 0.29
C -0.48 -0.12 -0.06
C 0.65 -0.67 0.82
C 1.67 -0.22 -0.27
C 0.49 0.37 -1.03
O -0.37 -0.71 -1.36
H -1.77 1.05 1.21
H -2.63 -0.30 0.43
H -2.16 1.12 -0.52
H 0.76 -0.05 1.72
H 0.63 -1.74 1.08
H 2.40 0.53 0.05
H 2.20 -1.02 -0.79
H 0.45 1.31 -1.58
```

---

Version four
Below is a single C5H8O molecule, with properties calculated with ωB97M-V with the def2-TZVPD basis set.

SMILES	CCC#CCO
HOMO level	-9.6	eV
Kohn-Sham gap	10.5	eV
charge	0
LUMO level	0.89	eV

```
14
C5H8O ωB97M-V with the def2-TZVPD basis set
C -2.05 0.97 -0.22
C -1.55 -0.45 -0.47
C -0.11 -0.58 -0.30
C 1.07 -0.73 -0.20
C 2.45 -0.63 0.28
O 2.49 0.18 1.44
H -1.56 1.68 -0.90
H -3.13 1.01 -0.40
H -1.85 1.29 0.80
H -2.04 -1.16 0.21
H -1.76 -0.77 -1.49
H 3.10 -0.25 -0.53
H 2.81 -1.62 0.59
H 2.12 1.04 1.19
```

---

Most stable to least stable, the ends of the list are version three and version two.

---

Version one
Below is a single C5H8O molecule, with properties calculated with ωB97M-V with the def2-TZVPD basis set.

SMILES	O=C1CCCC1
HOMO level	-9.4	eV
Kohn-Sham gap	10.3	eV
charge	0
LUMO level	0.91	eV

```
14
C5H8O ωB97M-V with the def2-TZVPD basis set
O 2.06 -1.41 0.24
C 0.96 -0.94 0.07
C -0.02 -0.57 1.17
C -0.36 0.87 0.77
C -0.55 0.77 -0.75
C 0.37 -0.43 -1.25
H -0.92 -1.21 1.05
H 0.41 -0.73 2.16
H -1.28 1.29 1.19
H 0.47 1.53 1.06
H -0.48 1.77 -1.20
H -1.59 0.45 -0.90
H -0.30 -1.20 -1.65
H 1.18 -0.34 -1.99
```

---

Version two
Below is a single C5H8O molecule, with properties calculated with ωB97M-V with the def2-TZVPD basis set.

HOMO level	-6.8	eV
Kohn-Sham gap	7.5	eV
charge	0
LUMO level	0.70	eV

```
14
C5H8O ωB97M-V with the def2-TZVPD basis set
C -1.84 0.31 -0.49
C -0.39 0.17 -0.16
C 0.62 1.03 -0.38
C 1.96 0.65 -0.03
O 1.54 -0.75 0.78
C 0.13 -1.07 0.50
H -2.19 -0.45 -1.20
H -2.04 1.29 -0.94
H -2.48 0.23 0.40
H 0.46 2.00 -0.87
H 2.38 1.24 0.80
H 2.10 -1.36 0.27
H -0.36 -1.33 1.45
H 0.12 -1.96 -0.14
```

---

Most stable to least stable, the ends of the list are version one and version two.